Formula: C3H7MgO3Sc
Source: the Open Molecules 2025 dataset
Level of theory: ωB97M-V with the def2-TZVPD basis set

ORCA input file:
```
! RIJCOSX wB97M-V def2-TZVPD def2/J DEFGRID3
* xyz 1 2
Sc -1.463 -3.680 0.234
Mg 0.650 -1.565 -0.064
O -3.326 -3.322 0.648
O -0.091 0.468 -0.047
O 2.289 -0.662 -0.471
C -1.272 0.963 0.422
C 1.048 1.351 -0.036
C 2.145 0.666 -0.841
H -3.799 -2.435 0.789
H 0.760 2.319 -0.470
H 3.071 1.253 -0.681
H 1.896 0.768 -1.918
H -1.444 2.031 0.273
H -1.811 0.353 1.146
H 1.346 1.491 1.015
*
```

Values from the calculation:
- ⟨S²⟩: 0.75
- HOMO-LUMO gap (spin up / spin down): 6.0 / 6.6 eV
- HOMO energy (spin up / spin down): -11.54 / -12.12 eV
- Electronic energy: -1304.6977 Ha
- Energy above the lowest of the compared OMol25 structures with the same formula, charge and spin: 0.000 eV